Formula: C2H2ClO2
Source: the Open Molecules 2025 dataset
Level of theory: wB97M-V/def2-TZVPD

Element x y z (Å)
C 0.23629 -0.07681 0.17237
C 0.95033 -2.46975 -0.16667
O -0.01997 -2.60538 -0.81759
O 1.12901 -0.89428 0.41232
Cl 2.21266 -3.29748 0.40247
H 0.48479 1.00620 0.13316
H -0.81248 -0.07211 0.05259

Values from the calculation:
**Orbital gap**: 10.96 eV
**ΔE to the lowest compared entry with this formula, charge and spin**: 13.9 kcal per mole
**Net charge**: +1

Okay, here come the Mulliken numbers, in e, for every atom: 0.110, 0.691, -0.251, -0.224, 0.088, 0.270, 0.316

***

Formula: C9H11N2O2
Source: the Open Molecules 2025 dataset
Level of theory: wB97M-V/def2-TZVPD

Element x y z (Å)
N -0.63575 1.85323 -0.66127
C -0.36916 0.82543 0.06651
C -0.17472 0.90819 1.50335
C -1.28621 -0.00251 2.16752
C -1.68557 -1.07232 1.59575
C -1.07893 -1.54645 0.31575
C -0.29461 -0.50956 -0.58836
C 1.23075 -0.87571 -0.53842
O 1.79890 -1.46329 0.38074
N 1.91251 -0.64336 -1.69636
C 3.05710 -0.68884 -2.71253
C 1.93785 0.29243 -2.64135
O 1.37931 1.29479 -2.95591
H -0.64778 1.77443 -1.70450
H -0.59830 2.89982 -0.55161
H -0.36704 1.86711 1.87627
H 0.74162 0.50809 2.07643
H -1.67950 0.24394 3.11302
H -2.47006 -1.71008 1.93323
H -0.42533 -2.36541 0.76305
H -1.79356 -2.09612 -0.35106
H -0.69521 -0.62361 -1.53578
H 4.03618 -0.55338 -2.39853
H 2.89676 -1.52247 -3.41887

Values from the calculation:
**SMILES**: [NH2+]=C1CC=CC[C@@H]1C(=O)N1CC1=O
**Orbital gap**: 9.06 eV
**ΔE to the lowest compared entry with this formula, charge and spin**: 65.1 kcal per mole
**Net charge**: +1

Okay, here come the Mulliken numbers, in e, for every atom: -0.240, 0.217, -0.824, -0.614, -0.455, -0.786, 0.215, 0.107, -0.535, 0.077, -0.381, 0.405, -0.527, 0.328, 0.283, 0.478, 0.285, 0.481, 0.475, 0.300, 0.349, 0.834, 0.296, 0.230

***

Formula: C5H9BO2S
Source: the Open Molecules 2025 dataset
Level of theory: wB97M-V/def2-TZVPD

Element x y z (Å)
C 0.19306 -1.40364 -0.49089
C 0.18043 -0.00763 0.20187
B -1.30342 0.80987 -0.32195
O -2.43251 -0.01702 -0.48690
O -1.29000 2.13285 -0.67779
C 0.09895 -0.06834 1.63816
C 0.97119 0.78086 2.29820
S 1.98189 1.78494 1.25715
C 1.40351 0.79236 -0.16126
H 0.60370 -2.21436 0.18838
H 0.69923 -1.35218 -1.58555
H -0.83921 -1.69908 -0.62568
H -3.16616 0.52802 -0.17261
H -2.02386 2.51222 -1.21687
H -0.60688 -0.76018 2.05781
H 0.89449 1.05891 3.24549
H 2.38711 0.16348 -0.31049
H 1.15080 1.39756 -1.02285

Values from the calculation:
**SMILES**: C[C@@]1(B(O)O)C=CSC1
**Orbital gap**: 7.55 eV
**ΔE to the lowest compared entry with this formula, charge and spin**: 4.7 kcal per mole
**Net charge**: 0

Okay, here come the Mulliken numbers, in e, for every atom: -1.481, 1.367, 0.613, -0.581, -0.530, -1.074, -0.618, -0.180, -0.944, 0.360, 0.276, 0.413, 0.283, 0.318, 0.462, 0.536, 0.362, 0.420

***

Formula: C5H14N3O
Source: the Open Molecules 2025 dataset
Level of theory: wB97M-V/def2-TZVPD

Element x y z (Å)
C 0.11511 0.43820 -0.14277
C 0.69037 -1.71460 1.03435
C 1.90332 -0.90634 -1.01197
C -1.78086 1.77811 0.23178
C -1.97878 -0.57141 -0.68601
N 1.90234 2.02880 0.40911
N 0.76720 -0.68506 -0.11750
N -1.19247 0.46022 -0.05004
O 0.66572 1.71557 -0.25159
H 0.78122 -2.68787 0.59468
H 1.44940 -1.46115 1.71248
H -0.33072 -1.71098 1.40348
H 1.70508 -1.81460 -1.50768
H 2.11025 -0.12691 -1.62436
H 2.71914 -1.09922 -0.34202
H -2.11168 2.33173 -0.63692
H -1.18286 2.44994 0.79334
H -2.52768 1.79676 0.98538
H -1.32528 -1.32734 -1.13633
H -2.67757 -0.07530 -1.45756
H -2.78772 -1.03188 -0.01448
H 2.59698 2.52244 -0.18909
H 1.49578 2.84939 0.88934

Values from the calculation:
**Orbital gap (alpha / beta)**: 7.09 / 6.28 eV
**Multiplicity**: 3
**ΔE to the lowest compared entry with this formula, charge and spin**: 76.7 kcal per mole
**Net charge**: +1
**<S²>**: 2.01

Okay, here come the Mulliken numbers, in e, for every atom: 0.467, -0.902, -1.065, -1.026, -0.928, -0.603, 0.154, 0.151, -0.218, 0.370, 0.366, 0.343, 0.386, 0.449, 0.379, 0.390, 0.341, 0.410, 0.340, 0.332, 0.316, 0.261, 0.287